No. 1
Entry from OMol25: a molecular structure, C26H44BrN3P2SSn (ωB97M-V with the def2-TZVPD basis set).

gap between HOMO and LUMO (alpha / beta) = 3.0 / 2.9 eV
total charge = +4

Cartesian coordinates (Å):
N  -6.53  4.87  -4.19
C  -6.19  5.33  -2.99
C  -5.21  4.73  -2.17
C  -4.57  3.55  -2.63
C  -4.95  3.07  -3.91
C  -5.93  3.77  -4.65
C  -3.51  2.93  -1.81
Sn  0.04  0.03  0.56
P  4.16  -0.33  0.35
C  -2.72  1.87  -2.18
C  -1.37  1.79  -1.65
C  -0.30  1.20  -2.36
C  1.03  1.23  -1.85
C  1.37  1.71  -0.54
C  0.32  2.39  0.11
C  -0.99  2.36  -0.41
Br  1.89  -0.88  3.08
H  -3.29  3.44  -0.87
H  -3.03  1.21  -3.02
H  -4.93  5.21  -1.25
H  -4.49  2.21  -4.39
H  -6.72  6.22  -2.66
H  -6.18  3.39  -5.63
H  -0.52  0.73  -3.33
H  -1.78  2.74  0.20
H  1.82  0.89  -2.53
H  0.53  2.94  1.04
P  -0.70  -2.48  0.44
C  3.57  1.19  0.95
C  4.69  2.20  0.65
H  3.35  1.07  2.04
H  2.62  1.47  0.29
H  4.40  3.22  0.96
H  5.60  1.85  1.14
H  4.93  2.27  -0.41
C  3.72  -0.82  -1.30
C  4.71  -1.85  -1.87
H  3.66  0.07  -1.95
H  2.73  -1.25  -1.09
H  4.40  -2.10  -2.89
H  5.74  -1.47  -1.88
H  4.76  -2.79  -1.30
C  4.31  -1.72  1.44
C  5.34  -1.57  2.57
H  4.41  -2.68  0.91
H  3.26  -1.57  1.85
H  5.01  -2.15  3.43
H  6.31  -1.92  2.21
H  5.47  -0.55  2.96
C  -0.98  -3.57  1.86
C  -1.91  -4.70  1.40
H  -1.38  -3.01  2.72
H  0.00  -3.96  2.21
H  -2.95  -4.41  1.57
H  -1.80  -4.90  0.32
H  -1.70  -5.64  1.93
C  0.41  -3.28  -0.77
C  0.13  -2.80  -2.20
H  0.45  -4.37  -0.71
H  1.39  -2.92  -0.45
H  -0.90  -3.03  -2.48
H  0.30  -1.73  -2.33
H  0.80  -3.30  -2.91
C  -2.25  -1.64  -0.23
C  -3.30  -1.35  0.85
H  -2.65  -2.13  -1.12
H  -1.94  -0.64  -0.61
H  -3.96  -0.52  0.52
H  -3.93  -2.23  1.04
H  -2.87  -1.00  1.81
N  -0.86  -0.27  5.21
C  -0.36  0.66  4.38
N  0.65  1.39  4.86
S  -1.06  0.90  2.82
H  -0.30  -0.62  5.99
H  -1.52  -0.90  4.78
H  1.27  1.81  4.22
H  1.01  1.17  5.81

Here are the Löwdin charges for atoms 1 to 4, given in e:
1 N 0.12
2 C -0.07
3 C 0.02
4 C -0.19

***

No. 2
Entry from OMol25: 3 unconnected molecules or ions with the total composition C26H44N3O11PS (ωB97M-V with the def2-TZVPD basis set).

gap between HOMO and LUMO = 8.9 eV
SMILES string = CC[C@@]1(CCSc2nnco2)OC(=O)O[C@]1([PH2]=O)c1ccncc1.COCCOCCOC.COCCOCCOC

Cartesian coordinates (Å):
C  -4.28  3.14  0.36
C  -3.87  2.19  -0.76
C  -2.50  1.54  -0.61
C  -2.02  1.34  0.83
C  -2.95  0.61  1.83
S  -4.16  -0.58  1.15
C  -5.66  0.19  1.57
N  -6.17  0.34  2.75
N  -7.37  1.01  2.58
C  -7.50  1.19  1.32
O  -6.47  0.71  0.60
O  -2.38  0.28  -1.33
C  -1.06  0.12  -1.64
O  -0.58  -0.89  -2.03
O  -0.40  1.29  -1.44
C  -1.43  2.31  -1.43
P  -1.85  2.48  -3.27
O  -0.65  2.28  -4.12
C  -0.91  3.62  -0.90
C  -1.60  4.82  -1.03
C  -1.06  5.96  -0.44
N  0.07  5.98  0.25
C  0.74  4.83  0.34
C  0.31  3.64  -0.21
H  -3.48  3.83  0.64
H  -5.11  3.76  0.04
H  -4.60  2.62  1.26
H  -4.61  1.39  -0.84
H  -3.92  2.74  -1.71
H  -1.84  2.33  1.24
H  -1.07  0.82  0.84
H  -3.49  1.30  2.47
H  -2.32  0.01  2.48
H  -8.33  1.67  0.82
H  -2.88  1.56  -3.54
H  -2.43  3.75  -3.39
H  -2.54  4.88  -1.55
H  -1.60  6.90  -0.52
H  1.67  4.86  0.89
H  0.88  2.73  -0.12
C  3.57  1.01  2.00
O  2.81  0.95  3.19
C  1.57  1.61  3.08
C  0.55  1.03  4.03
O  0.00  -0.21  3.59
C  0.80  -1.37  3.73
C  0.88  -1.89  5.15
O  1.78  -1.11  5.92
C  1.50  -1.17  7.30
H  3.84  2.05  1.75
H  4.48  0.44  2.16
H  3.03  0.57  1.16
H  1.18  1.52  2.05
H  1.71  2.67  3.31
H  -0.30  1.72  4.06
H  0.95  0.95  5.04
H  1.80  -1.22  3.32
H  0.30  -2.13  3.14
H  1.24  -2.93  5.12
H  -0.12  -1.88  5.60
H  0.48  -0.83  7.52
H  2.21  -0.52  7.81
H  1.63  -2.19  7.69
C  3.02  -0.75  -4.37
O  3.34  -2.00  -3.80
C  2.40  -2.38  -2.81
C  2.35  -3.88  -2.65
O  1.63  -4.55  -3.67
C  2.26  -4.69  -4.94
C  3.32  -5.76  -4.98
O  4.53  -5.32  -4.39
C  5.33  -6.37  -3.92
H  3.07  0.06  -3.63
H  3.76  -0.55  -5.15
H  2.02  -0.75  -4.82
H  1.40  -2.01  -3.06
H  2.70  -1.94  -1.85
H  1.80  -4.10  -1.73
H  3.36  -4.29  -2.55
H  2.65  -3.74  -5.30
H  1.46  -5.01  -5.61
H  3.52  -6.02  -6.03
H  2.95  -6.66  -4.47
H  4.79  -6.98  -3.18
H  6.20  -5.94  -3.44
H  5.66  -7.02  -4.74

Here are the Löwdin charges for atoms 1 to 4, given in e:
1 C -0.06
2 C -0.15
3 C -0.39
4 C -0.13

***

No. 3
Entry from OMol25: a molecular structure, C26H44N8O20S3 (ωB97M-V with the def2-TZVPD basis set).

gap between HOMO and LUMO = 5.7 eV

Cartesian coordinates (Å):
C  -4.11  0.84  -1.80
N  -3.36  -0.14  -0.93
O  -2.22  0.11  -0.66
O  -3.93  -0.97  -0.23
H  -4.13  0.43  -2.81
H  -3.35  1.62  -1.81
H  -5.02  1.08  -1.25
C  1.16  3.35  -2.10
N  0.34  3.65  -3.28
O  -0.05  4.81  -3.51
O  -0.06  2.74  -4.09
H  2.22  3.36  -2.38
H  0.88  2.32  -1.88
H  0.80  4.06  -1.36
C  -0.44  -0.49  -0.83
N  0.72  0.27  -0.38
O  1.34  -0.16  0.57
O  0.97  1.36  -0.85
H  0.06  -1.39  -1.19
H  -0.86  0.14  -1.62
H  -1.24  -0.69  -0.13
C  1.17  -2.87  -2.27
N  0.58  -4.19  -2.60
O  -0.49  -4.46  -2.03
O  1.16  -4.94  -3.33
H  0.92  -2.58  -1.25
H  0.62  -2.40  -3.09
H  2.24  -2.96  -2.48
C  -3.21  1.80  1.73
C  -3.14  1.38  3.20
O  -2.21  0.34  3.22
S  -1.92  -0.31  1.70
O  -2.03  -1.81  1.70
O  -0.70  0.28  1.11
O  -3.19  0.50  1.08
H  -2.39  2.47  1.49
H  -4.03  2.49  1.54
H  -4.06  1.00  3.65
H  -2.89  2.14  3.94
C  1.73  -1.41  3.34
C  0.78  -0.42  2.56
O  -0.27  -0.23  3.46
S  -0.56  -1.57  4.42
O  -1.76  -2.20  3.86
O  -0.63  -1.17  5.79
O  0.88  -2.27  4.05
H  2.45  -0.92  4.00
H  2.37  -2.03  2.71
H  0.35  -0.70  1.60
H  1.25  0.54  2.34
C  -1.58  0.74  -4.92
C  -1.76  1.11  -3.37
O  -2.31  -0.07  -2.81
S  -2.11  -1.43  -3.66
O  -3.33  -2.22  -3.45
O  -0.76  -1.98  -3.45
O  -2.30  -0.52  -5.05
H  -0.62  0.64  -5.42
H  -2.24  1.44  -5.44
H  -2.43  1.95  -3.18
H  -0.87  1.41  -2.82
N  -0.37  1.94  0.64
C  -1.52  2.14  -0.13
C  -1.48  3.49  -0.40
C  -0.49  4.13  0.51
C  0.24  3.08  0.98
H  -0.16  1.01  0.97
H  -2.13  1.28  -0.37
H  -2.13  4.03  -1.07
H  -0.35  5.20  0.50
H  1.12  3.14  1.59
N  3.01  -0.30  -0.51
C  2.51  -1.59  -0.88
C  3.58  -2.40  -0.67
C  4.56  -1.79  -0.01
C  4.16  -0.42  0.17
H  2.41  0.50  -0.66
H  1.52  -1.74  -1.28
H  3.53  -3.46  -0.90
H  5.46  -2.31  0.31
H  4.71  0.39  0.62
N  -0.98  -2.98  0.36
C  -0.52  -1.87  0.93
C  0.85  -2.00  1.07
C  1.25  -3.20  0.47
C  0.07  -3.76  0.05
H  -1.92  -3.17  0.05
H  -1.13  -1.08  1.35
H  1.53  -1.22  1.38
H  2.27  -3.49  0.28
H  -0.12  -4.71  -0.43
N  2.78  1.93  3.28
C  2.24  1.95  2.08
C  2.42  0.69  1.62
C  3.07  -0.15  2.49
C  3.30  0.64  3.53
H  3.11  2.68  3.87
H  1.70  2.78  1.65
H  2.11  0.48  0.60
H  3.28  -1.20  2.35
H  4.08  0.49  4.27

Here are the Löwdin charges for atoms 1 to 4, given in e:
1 C 0.13
2 N -0.31
3 O -0.25
4 O 0.12

***

No. 4
Entry from OMol25: a molecular structure, C26H45AsNO9P2Si2Ta (ωB97M-V with the def2-TZVPD basis set).

gap between HOMO and LUMO = 7.0 eV
total charge = +2

Cartesian coordinates (Å):
Ta  0.32  0.08  0.64
C  0.82  -4.24  2.73
C  1.38  -3.19  1.81
O  1.61  -2.05  2.20
C  1.60  -3.56  0.39
C  2.03  -4.83  0.02
C  2.27  -5.13  -1.31
C  2.01  -4.19  -2.29
C  1.55  -2.93  -1.95
C  1.38  -2.60  -0.61
O  0.94  -1.36  -0.27
H  0.30  -3.76  3.56
H  1.65  -4.82  3.14
H  0.15  -4.91  2.21
H  2.19  -5.58  0.78
H  2.66  -6.11  -1.58
H  2.16  -4.44  -3.33
H  1.34  -2.19  -2.71
N  -3.12  1.57  3.25
C  -1.73  1.14  2.85
C  -0.90  0.76  4.07
P  -2.05  -0.34  1.73
O  -2.20  0.19  0.20
O  -3.32  -0.89  2.21
O  -0.73  -1.08  1.73
P  -1.05  2.49  1.77
O  0.12  3.13  2.63
O  -2.21  3.36  1.49
O  -0.32  1.83  0.61
H  -3.73  0.74  3.07
H  -3.38  2.38  2.66
H  -3.19  1.85  4.23
H  -1.45  0.07  4.71
H  -0.63  1.65  4.64
H  0.03  0.26  3.79
H  -3.12  0.11  -0.13
H  0.10  4.09  2.73
C  4.04  5.68  -1.89
C  2.95  4.66  -2.03
C  1.62  5.03  -2.14
C  0.61  4.08  -2.26
C  -0.82  4.54  -2.39
C  0.95  2.71  -2.23
C  -0.10  1.74  -2.18
O  -0.02  0.62  -1.63
C  2.32  2.32  -2.23
C  2.75  0.91  -2.53
C  3.28  3.30  -2.10
H  3.66  6.69  -2.01
H  4.81  5.50  -2.64
H  4.51  5.60  -0.91
H  1.35  6.08  -2.15
H  -0.85  5.62  -2.49
H  -1.43  4.26  -1.53
H  -1.28  4.12  -3.29
H  -1.07  2.02  -2.61
H  2.16  0.50  -3.35
H  2.63  0.25  -1.68
H  3.80  0.91  -2.84
H  4.33  3.01  -2.11
C  3.40  0.09  4.54
Si  3.51  1.62  3.41
C  2.61  3.05  4.27
C  5.19  2.38  2.96
As  2.44  0.84  1.18
Si  4.61  -0.44  0.78
C  5.43  -1.26  2.29
C  4.46  -1.83  -0.49
C  5.67  0.96  0.03
H  2.69  0.26  5.35
H  4.36  -0.15  5.00
H  3.07  -0.78  3.97
H  3.17  3.32  5.16
H  1.60  2.80  4.58
H  2.57  3.94  3.63
H  5.51  3.05  3.75
H  5.06  2.95  2.05
H  5.98  1.65  2.79
H  4.73  -1.94  2.78
H  5.80  -0.57  3.04
H  6.27  -1.87  1.95
H  4.00  -2.72  -0.06
H  5.45  -2.12  -0.85
H  3.87  -1.55  -1.36
H  5.11  1.89  0.13
H  5.85  0.77  -1.03
H  6.65  1.07  0.50

Here are the Löwdin charges for atoms 1 to 4, given in e:
1 Ta 1.39
2 C 0.02
3 C -0.37
4 O -0.05

***

No. 5
Entry from OMol25: a molecular structure, C26H45CoF5P2 (ωB97M-V with the def2-TZVPD basis set).

gap between HOMO and LUMO (alpha / beta) = 7.7 / 6.1 eV
⟨S²⟩ = 6.0454
total charge = +1
spin multiplicity = 5

Cartesian coordinates (Å):
Co  1.23  -1.00  -0.44
C  0.02  -1.34  1.96
C  1.43  -1.38  1.66
C  0.81  0.83  2.00
C  -0.32  0.02  2.22
C  1.90  0.00  1.58
C  -0.79  -2.53  2.26
H  -0.52  -3.39  1.63
H  -1.87  -2.38  2.16
H  -0.63  -2.87  3.30
C  -1.54  0.53  2.87
H  -2.37  -0.18  2.79
H  -1.87  1.49  2.45
H  -1.32  0.69  3.93
C  0.85  2.29  2.34
H  0.99  2.45  3.42
H  -0.08  2.81  2.09
H  1.68  2.82  1.84
C  3.33  0.36  1.63
H  3.76  0.01  2.59
H  3.50  1.44  1.55
H  3.88  -0.14  0.81
C  2.30  -2.59  1.58
H  2.70  -2.96  2.53
H  3.16  -2.35  0.93
H  1.77  -3.42  1.08
C  0.84  -2.06  -2.55
C  1.12  -2.89  -1.47
C  2.13  -4.02  -1.61
C  3.62  -3.55  -1.40
C  3.78  -2.08  -1.39
C  3.58  -1.32  -2.48
C  3.10  -1.83  -3.81
C  1.57  -2.16  -3.85
H  2.07  -4.51  -2.61
H  4.23  -4.02  -2.19
H  1.91  -4.82  -0.87
H  1.48  -3.18  -4.27
H  -0.08  -1.49  -2.54
H  0.41  -2.99  -0.65
H  1.12  -1.49  -4.61
H  3.33  -1.07  -4.58
H  3.92  -0.28  -2.53
H  3.67  -2.74  -4.11
H  3.97  -3.99  -0.45
H  4.29  -1.66  -0.53
P  -2.01  -1.08  -0.77
C  -3.47  -0.83  0.32
H  -4.34  -1.30  -0.15
H  -3.66  0.24  0.44
H  -3.32  -1.27  1.31
C  -2.72  -0.35  -2.31
H  -3.70  -0.80  -2.50
H  -2.07  -0.53  -3.17
H  -2.85  0.73  -2.17
C  -2.25  -2.88  -1.12
H  -1.56  -3.22  -1.91
H  -3.28  -3.07  -1.42
H  -2.03  -3.47  -0.21
P  1.11  1.41  -1.35
C  2.88  1.80  -1.31
H  3.18  2.34  -2.21
H  3.45  0.87  -1.26
H  3.15  2.39  -0.43
C  0.77  1.12  -3.09
H  1.41  0.31  -3.46
H  0.96  2.01  -3.70
H  -0.27  0.82  -3.24
C  0.35  3.04  -1.03
H  0.71  3.79  -1.74
H  0.58  3.41  -0.03
H  -0.73  3.00  -1.11
F  -2.96  2.25  0.27
C  -2.66  3.45  -0.33
F  -3.35  3.51  -1.49
C  -2.98  4.57  0.64
F  -4.29  4.51  1.00
F  -2.22  4.39  1.76
F  -2.71  5.78  0.12

Here are the Löwdin charges for atoms 1 to 4, given in e:
1 Co 0.43
2 C -0.22
3 C -0.30
4 C -0.20

***

| no. | largest force on an atom (Eh/bohr) |
| --- | --- |
| 1 | 0.069 |
| 2 | 0.020 |
| 3 | 0.383 |
| 4 | 0.147 |
| 5 | 0.054 |